[1]
Computed, not measured: a structure of composition C41H39BF2IrN2O4P at a distorted geometry, with ωB97M-V with the def2-TZVPD basis set.

Its frontier orbital gap is 5.98 eV. As for the relative energy (zero: lowest compared OMol25 entry of this formula, charge and spin): 2.343 eV.

Structure (XYZ):
```
91
Properties=species:S:1:pos:R:3:mulliken_charge:R:1
O -1.050 -2.504 -2.244 -0.924
C 0.640 0.680 3.060 -0.292
P 0.026 -2.025 2.491 0.670
C 0.007 2.129 0.084 1.034
C -2.608 -1.295 2.009 0.096
C 1.505 -2.472 4.883 0.003
C -0.892 -1.044 -6.038 0.087
C -2.386 -1.439 0.640 -0.370
C -4.011 -0.942 -5.547 -1.173
H 3.461 2.515 2.744 0.377
H -6.119 -2.548 -4.344 0.320
H 0.319 -6.129 5.185 0.409
O -0.764 1.013 0.127 -0.482
C -2.072 -2.448 -2.939 0.774
H 5.181 5.375 -0.587 0.458
H -0.387 0.769 3.388 0.438
H 3.449 4.772 2.067 0.137
C 3.288 0.431 2.279 -1.020
C 2.803 1.658 2.702 -0.371
C 0.826 0.624 -5.872 -0.580
C 0.639 -2.997 3.927 0.077
H -0.600 0.068 -2.850 0.395
H 2.832 -1.621 1.902 0.491
H 3.297 2.366 -0.719 0.609
N -2.175 -1.642 -4.068 0.543
H 1.800 -2.862 -1.509 0.183
O 1.320 0.431 -0.554 -0.663
H 2.539 5.862 -1.986 0.410
C 0.211 -4.317 4.047 -0.286
C 0.748 4.347 0.351 -0.349
C 0.650 -5.104 5.095 -0.813
H -4.752 -0.394 -4.955 0.333
H -1.278 3.714 0.743 0.480
C -1.975 -1.462 4.365 -0.246
H 1.891 -5.200 6.843 0.392
C -5.366 -3.331 -4.433 -1.543
H -3.278 -0.238 -5.935 0.473
H 0.302 -0.401 -7.681 0.383
H 1.158 1.432 -3.917 0.475
C 4.464 4.558 -0.546 -2.050
H -4.684 -0.808 1.682 0.472
C -1.616 -1.519 3.025 0.448
C -3.937 -0.991 2.441 -0.989
C 2.041 4.006 -0.053 0.732
H 1.754 6.676 -0.640 0.322
H 4.320 0.331 1.977 0.427
H -5.319 -3.640 -5.477 0.352
H -0.469 -4.722 3.310 0.422
H -4.515 -1.424 -6.386 0.366
C 2.685 6.229 -0.973 -1.770
H 2.407 6.149 1.714 0.328
C -1.156 -0.897 -4.676 -0.100
H -1.227 -1.651 5.123 0.462
C -0.289 3.433 0.417 -2.351
C 1.117 -0.549 2.622 0.599
H 1.096 2.740 3.407 0.381
C 1.941 -3.264 5.931 -0.821
C 1.292 1.771 -0.331 -0.026
H 4.859 3.800 0.126 0.356
F 0.764 -4.396 -0.745 -0.318
C -3.273 -1.186 4.748 -0.728
C 2.317 2.690 -0.413 -0.335
H -5.262 -0.729 4.072 0.406
H -1.450 -1.762 -6.621 0.506
C 3.288 5.604 1.386 -1.427
C 1.479 1.782 3.087 -0.735
B 0.052 -0.049 -0.247 0.034
H 1.585 1.228 -6.344 0.406
C 1.527 -4.583 6.034 -0.432
H 4.146 6.271 1.445 0.478
C -0.407 -0.012 -3.909 -0.263
H 3.449 7.002 -0.987 0.472
H 2.611 -2.850 6.672 0.419
C 3.115 5.083 -0.049 2.001
H -3.548 -3.887 -2.132 0.437
H 0.539 5.365 0.641 0.336
H 4.381 4.137 -1.546 0.394
F 2.233 -3.281 0.394 -0.283
N -3.345 -1.942 -4.748 -0.053
C 0.096 -0.279 -6.629 -0.652
Ir -0.468 -2.064 0.003 2.352
C -3.293 -3.190 -2.902 -1.315
H -3.542 -1.164 5.791 0.437
H 1.829 -1.444 4.812 0.429
H -5.674 -4.179 -3.828 0.372
C 2.450 -0.667 2.229 -0.419
C 0.582 0.742 -4.513 -0.590
C -4.249 -0.950 3.767 -0.562
O -3.115 -1.319 -0.345 -0.679
C -4.037 -2.842 -3.986 0.855
C 1.278 -3.128 -0.579 -0.036
```


[2]
Computed, not measured: a structure of composition C41H39BN12O6S6Sr at a distorted geometry, with ωB97M-V with the def2-TZVPD basis set.

The net charge is -2. Its frontier orbital gap is 5.87 eV.

Structure (XYZ):
```
106
Properties=species:S:1:pos:R:3:mulliken_charge:R:1
N -1.754 -3.097 -1.978 -0.462
S 2.235 -0.830 -2.021 -0.267
H -5.660 -3.378 -1.515 0.476
H -2.558 -3.427 1.830 0.209
H -1.615 0.438 2.825 -0.185
C -1.191 1.032 -4.803 -0.395
N 4.235 2.585 -0.947 0.479
C 4.140 0.463 3.461 0.761
N 0.324 -3.550 0.086 -0.250
H -4.040 -0.632 0.643 -0.507
S 4.441 1.716 7.053 0.006
H -5.123 -2.873 1.031 0.361
H 2.062 0.817 -6.640 0.468
H 5.233 2.814 0.861 0.321
C 2.910 0.265 2.731 -1.294
H 0.561 -2.983 -3.250 0.270
H -0.946 -3.370 3.709 0.686
C -2.327 2.017 0.280 0.134
H 5.340 1.617 -3.840 0.540
H 0.533 2.852 5.636 0.424
H 0.770 -3.503 -4.944 0.283
S 1.585 2.948 -1.109 -0.235
N 5.068 0.996 5.714 -0.776
H -2.518 1.153 -0.360 0.275
H -0.470 2.197 -3.132 0.420
C -0.972 -3.532 0.327 0.902
H 3.140 2.479 -5.146 -0.259
H -4.145 -2.658 -1.237 -0.664
C -1.496 -3.418 1.636 -0.357
C -0.726 3.198 1.400 0.004
O -1.846 -1.274 -0.514 -0.101
O -3.303 -1.868 5.933 -0.672
C 1.182 -3.479 1.124 -0.513
C 0.776 -3.415 2.431 -0.297
C 3.117 2.564 -1.716 -0.226
C -1.774 -0.179 -5.099 -0.806
O -7.127 0.589 -0.569 -0.754
C 4.843 1.938 -2.963 -0.628
O -3.517 0.468 5.080 -0.650
H -6.547 -1.185 -2.442 0.483
H 0.353 3.358 1.499 0.299
C 2.833 1.422 5.328 0.761
C 5.349 2.153 -1.716 -0.504
C -3.397 2.707 0.837 -1.026
S -1.010 -0.791 4.837 -0.284
H 4.051 4.119 0.484 0.346
C -1.724 -3.958 -0.883 -0.152
H 1.531 2.575 -3.946 -0.156
N 0.456 0.271 2.756 1.270
N 1.559 -1.582 -4.515 0.487
C 1.571 -1.154 -5.807 -0.408
C -0.654 1.803 4.240 -0.914
H 1.147 -1.729 -6.614 0.421
H -1.582 2.307 4.452 0.766
C 5.320 -0.357 1.556 -0.962
C 5.345 0.129 2.850 -0.873
C 4.082 0.901 4.830 0.780
H 2.166 -3.454 -3.907 0.339
C 0.471 2.085 4.869 -0.423
H -0.948 1.854 -5.560 0.347
C -1.559 -0.824 -2.835 -0.160
C 2.018 -0.579 -3.698 -0.954
H -2.072 -0.421 -6.123 0.363
H 4.067 -0.890 -0.118 0.385
C -1.942 -1.158 -4.123 -0.372
C 1.622 1.331 4.557 0.571
C -1.724 -1.807 -1.665 -0.077
N 3.484 2.130 -2.959 -0.025
C -5.132 -0.770 0.588 0.217
H 3.487 2.510 0.990 0.153
O -2.179 -5.102 -0.834 -0.713
C -0.728 0.513 3.502 -0.557
C -3.038 3.717 1.714 -0.320
C 4.263 3.057 0.434 -0.902
N 2.288 0.496 -4.518 0.196
H 6.275 0.189 3.443 0.405
C -5.572 -2.178 0.321 -0.963
H 6.294 -0.568 1.078 0.374
Sr 0.406 0.208 0.233 1.398
H 2.245 -3.515 0.873 0.312
H -4.829 -0.952 -2.744 0.303
H -4.411 2.479 0.556 0.483
C -0.898 1.277 -3.491 -0.871
C -5.204 -2.441 -1.148 0.379
C 4.085 -0.512 0.880 -0.639
N -1.055 2.299 0.487 0.464
C -0.604 -3.387 2.702 -0.464
C 1.209 -2.966 -4.128 -0.865
S -5.681 0.250 -0.803 0.445
C 1.639 0.594 3.365 -1.015
H -1.378 4.697 2.780 0.445
H -5.652 -0.300 1.433 0.603
C -5.564 -1.199 -1.995 -0.793
S -3.113 -0.909 4.853 1.025
H -2.416 -2.091 -4.311 0.656
C 2.036 0.130 -5.817 -0.805
H -6.643 -2.275 0.381 0.423
H -3.788 4.321 2.237 0.309
H 1.507 -3.414 3.234 0.320
N -1.037 0.366 -2.517 1.060
N 2.906 1.944 6.546 -0.662
B 2.559 2.004 -4.207 0.481
H 6.393 2.235 -1.385 0.385
N 2.936 -0.223 1.466 1.296
C -1.685 3.981 2.047 -1.094
O -3.569 -1.406 3.561 -0.519
```


[3]
Computed, not measured: a structure of composition C41H39ClF3N2O2S4Sb2W, with ωB97M-V with the def2-TZVPD basis set.

The net charge is -1. Its frontier orbital gap (alpha / beta) is 5.78 / 6.15 eV. The multiplicity is 3. As for the relative energy (zero: lowest compared OMol25 entry of this formula, charge and spin): 0.000 eV. As for the expectation value of S²: 2.02.

Structure (XYZ):
```
95
Properties=species:S:1:pos:R:3:mulliken_spin:R:1
H -4.357 3.732 1.253 0.000
H -1.707 -6.277 -3.117 0.000
C -4.218 6.829 -1.608 0.000
C -1.647 -2.545 -3.997 -0.004
H 2.054 4.860 -4.188 0.001
C -1.816 -0.612 -1.130 -0.039
C -4.029 0.305 -0.323 0.004
F -4.962 7.846 -2.101 0.000
H -0.403 6.029 -0.556 0.000
Sb -1.489 3.087 0.098 0.020
C -1.713 -5.226 -3.375 0.001
C 2.378 2.627 -2.008 0.001
C 1.492 3.372 -2.771 0.008
H -3.739 1.323 -0.601 0.000
H -2.206 -1.313 -1.878 -0.016
C -3.852 3.243 2.078 0.000
C 0.076 1.461 -2.796 0.021
H 7.143 -0.674 0.338 0.001
H -4.555 -0.130 -1.181 -0.001
C -2.763 -4.671 -4.087 0.002
C -0.646 -4.431 -2.982 0.007
C -2.689 4.749 -0.588 0.000
C 1.777 4.808 -3.134 -0.002
C -3.777 6.904 -0.300 0.000
C -3.313 -1.941 0.449 0.008
H -2.172 1.404 5.027 0.001
H -1.847 0.375 -1.609 -0.041
C 1.149 3.902 1.571 0.014
C 2.384 5.921 1.308 0.000
H -0.383 3.267 -3.837 0.000
H -3.600 -5.287 -4.390 0.000
F 3.460 6.684 1.611 0.000
C -4.576 2.988 3.236 0.000
C -0.577 -3.062 -3.253 0.009
O 2.843 5.379 -2.411 0.000
H 7.706 1.653 0.311 0.000
C 4.270 0.759 -0.597 -0.012
O 6.926 1.338 -0.151 0.000
C 1.442 6.420 0.434 0.000
C 6.458 0.163 0.497 -0.001
W 0.283 -1.116 -0.829 1.813
H 3.021 4.317 2.565 0.000
N 2.497 -0.819 -0.773 -0.020
S 0.404 0.535 1.086 0.055
H -2.667 5.907 1.227 0.000
H 3.308 3.075 -1.690 0.000
H 2.559 5.501 -1.494 0.000
H 4.641 1.762 -0.747 0.001
C -1.914 2.219 3.047 0.013
H 6.368 0.323 1.577 0.002
H -0.835 0.954 -3.084 -0.006
H 2.886 -2.729 -0.108 0.001
C -3.014 5.858 0.200 0.000
C 0.522 -2.182 -2.797 -0.020
C 2.261 4.675 1.883 -0.001
C -3.939 2.348 4.280 -0.001
H 1.567 7.412 0.017 0.000
C -3.932 5.757 -2.425 0.000
F -4.639 2.093 5.408 0.000
C 3.308 -1.747 -0.254 0.052
S 0.197 -2.982 0.508 -0.089
S -1.184 -1.666 3.872 0.042
H 0.856 5.388 -3.012 0.001
H 5.197 -2.269 0.560 0.000
H -5.618 3.265 3.329 0.000
H -4.034 7.766 0.302 0.000
Cl 0.660 -5.211 -2.121 0.000
S 2.688 -1.851 3.091 0.030
H -2.943 3.866 -2.532 0.000
H 1.075 2.917 2.013 0.000
N 0.891 0.776 -1.994 -0.001
H -3.843 -2.411 -0.389 0.001
C 0.164 4.363 0.692 -0.010
H -4.000 -1.868 1.295 0.001
C 2.061 1.324 -1.659 0.005
Sb 0.541 -1.519 2.433 0.038
C 2.989 0.413 -0.965 0.049
H -2.326 -0.106 0.913 0.012
C -2.510 2.877 1.970 -0.003
C 5.098 -0.196 -0.025 0.013
H -4.306 5.738 -3.439 0.000
H 0.688 -1.396 -3.542 -0.004
C 0.338 5.628 0.126 0.002
H -4.736 0.375 0.508 -0.001
H -1.623 -1.491 -4.250 0.003
H -0.896 1.859 2.976 -0.002
C -2.622 1.950 4.209 0.002
C -2.718 -3.320 -4.407 0.000
C -3.164 4.719 -1.899 0.001
C -2.814 -0.557 0.045 0.028
H -2.500 -2.599 0.749 -0.001
H 1.452 -2.749 -2.714 0.013
C 0.333 2.748 -3.212 0.006
H -3.523 -2.866 -4.973 0.000
C 4.611 -1.478 0.112 -0.005
```


Number 1: E_tot -2666.5419 Eh. Number 2: E_tot -5139.3468 Eh. Number 3: E_tot -4746.0198 Eh.